# 1
A structure of composition C14H16BrI2NNiO3S3 at a distorted geometry. Source: the Open Molecules 2025 dataset; level of theory: the ωB97M-V functional and the def2-TZVPD basis.

Cartesian coordinates (Å):
Ni  0.31  0.19  -0.20
C  1.25  -1.91  -2.39
C  1.95  -0.77  -2.99
S  1.64  0.79  -2.04
C  0.52  1.84  -3.05
C  -0.43  2.49  -2.07
S  -1.35  1.36  -0.99
C  -2.31  0.39  -2.19
C  -1.64  -0.82  -2.77
S  -0.34  -1.46  -1.66
H  1.82  -2.43  -1.59
H  1.04  -2.63  -3.20
H  1.69  -0.55  -4.05
H  3.05  -0.82  -2.89
H  0.05  1.16  -3.73
H  1.15  2.49  -3.67
H  -1.19  3.05  -2.56
H  0.11  3.16  -1.38
H  -2.65  1.10  -2.96
H  -3.17  0.13  -1.59
H  -1.09  -0.62  -3.71
H  -2.26  -1.71  -2.91
I  -0.93  5.68  1.37
I  -3.11  7.19  1.10
Br  -1.18  -3.91  6.01
C  -0.32  -2.65  4.80
C  -0.58  -1.30  5.07
C  -0.16  -0.34  4.16
C  0.37  -0.68  2.90
C  0.64  -2.03  2.61
C  0.38  -2.99  3.62
C  1.05  -2.39  1.22
O  1.14  -3.58  0.87
O  1.37  -1.38  0.42
H  -1.17  -1.02  5.91
H  -0.22  0.73  4.40
H  0.78  0.02  2.16
H  0.50  -4.01  3.34
O  1.25  3.72  2.29
C  1.09  2.75  1.56
N  0.97  1.78  0.79

Output
- total charge = 0
- HOMO energy (alpha / beta) (eV) = -8.754 / -8.764
- 2S+1 = 3

Atom charges from the natural (NBO) analysis, given in e for atoms 1 to 6: number 1, Ni, carries 1.220; number 2, C, carries -0.571; number 3, C, carries -0.521; number 4, S, carries 0.247; number 5, C, carries -0.531; number 6, C, carries -0.547

***

# 2
A structure of composition C15H12F3N5PtSbSe5. Source: the Open Molecules 2025 dataset; level of theory: the ωB97M-V functional and the def2-TZVPD basis.

Cartesian coordinates (Å):
Pt  -0.01  0.14  -0.13
N  4.07  -0.54  -0.59
C  4.16  0.69  0.03
C  2.88  1.08  0.30
N  2.03  0.09  -0.15
C  2.76  -0.86  -0.68
H  4.83  -1.08  -0.94
H  5.09  1.19  0.20
H  2.52  1.99  0.76
H  2.39  -1.76  -1.15
Se  -0.03  2.21  2.00
Sb  -0.13  3.50  -0.19
Se  0.13  1.65  -2.01
Se  1.88  4.85  -0.34
Se  -2.32  4.48  -0.58
F  -6.71  -1.16  -0.71
C  -6.30  0.07  -0.34
F  -6.87  0.34  0.84
F  -6.80  0.93  -1.23
C  -4.80  0.14  -0.28
C  -4.07  -0.03  -1.45
C  -2.69  0.02  -1.38
N  -2.03  0.18  -0.23
C  -2.74  0.37  0.89
C  -4.13  0.35  0.90
H  -4.56  -0.16  -2.40
H  -2.08  -0.05  -2.27
H  -2.17  0.59  1.78
H  -4.66  0.53  1.83
Se  0.12  -1.73  2.92
N  -0.07  -1.62  1.16
C  -0.04  -2.86  0.68
C  -0.13  -3.23  -0.69
C  -0.07  -4.55  -1.01
C  0.08  -5.57  -0.01
C  0.16  -5.27  1.30
C  0.11  -3.89  1.69
N  0.19  -3.48  2.94
H  -0.25  -2.46  -1.44
H  -0.15  -4.83  -2.05
H  0.12  -6.61  -0.32
H  0.27  -6.03  2.06

Output
- total charge = -1
- HOMO energy (eV) = -3.553
- 2S+1 = 1

Atom charges from the natural (NBO) analysis, given in e for atoms 1 to 6: number 1, Pt, carries 0.668; number 2, N, carries -0.507; number 3, C, carries -0.105; number 4, C, carries -0.040; number 5, N, carries -0.463; number 6, C, carries 0.192

***

# 3
A cluster of 10 separate species, C29H59Cl18I3N2PS in total. Source: the Open Molecules 2025 dataset; level of theory: the ωB97M-V functional and the def2-TZVPD basis.

Cartesian coordinates (Å):
C  -3.77  -0.80  -1.64
C  -2.48  -1.36  -1.01
C  -1.41  -1.67  -2.07
C  -0.15  -2.39  -1.57
C  0.51  -1.72  -0.35
C  1.98  -2.16  -0.14
C  3.01  -1.11  -0.60
C  2.98  0.27  0.12
C  2.63  0.21  1.61
C  2.57  1.59  2.32
C  1.19  1.90  2.91
C  1.31  1.60  4.40
N  0.01  1.65  5.18
C  -0.61  0.27  5.32
C  -0.88  -0.53  4.05
C  -2.12  -0.17  3.24
I  -3.88  -0.98  4.12
C  -0.81  2.87  4.77
P  -2.61  2.91  5.29
S  -3.70  4.08  4.23
C  -0.68  3.28  3.30
N  0.70  3.28  2.84
C  0.87  3.99  1.61
I  -0.10  3.05  -0.11
C  0.49  5.49  1.64
C  -0.94  5.91  1.29
I  1.09  6.36  3.52
H  -3.53  0.09  -2.23
H  -4.24  -1.54  -2.29
H  -4.48  -0.52  -0.86
H  -2.09  -0.60  -0.33
H  -2.70  -2.26  -0.42
H  -1.89  -2.28  -2.85
H  -1.11  -0.72  -2.52
H  -0.40  -3.43  -1.33
H  0.57  -2.43  -2.40
H  -0.08  -1.97  0.54
H  0.44  -0.63  -0.45
H  2.16  -2.44  0.91
H  2.14  -3.07  -0.72
H  2.83  -0.94  -1.67
H  4.01  -1.52  -0.51
H  2.34  0.97  -0.41
H  3.99  0.69  0.06
H  1.69  -0.33  1.77
H  3.40  -0.40  2.10
H  2.94  2.38  1.66
H  3.29  1.55  3.15
H  0.45  1.24  2.43
H  1.76  0.62  4.60
H  1.95  2.37  4.84
H  0.31  1.87  6.13
H  0.13  -0.28  5.91
H  -1.50  0.34  5.93
H  0.00  -0.58  3.40
H  -1.01  -1.55  4.42
H  -2.28  0.90  3.10
H  -2.06  -0.61  2.24
H  -0.35  3.70  5.34
H  -3.03  1.58  5.33
H  -2.48  3.23  6.65
H  -1.08  4.29  3.28
H  -1.32  2.68  2.63
H  1.93  3.95  1.34
H  1.17  5.95  0.92
H  -1.70  5.22  1.67
H  -1.15  6.89  1.70
H  -1.04  5.99  0.21
C  -7.91  0.48  -1.60
Cl  -7.18  -0.70  -0.50
Cl  -6.82  0.94  -2.91
H  -8.80  0.03  -2.03
H  -8.16  1.36  -1.03
C  2.10  -4.71  -4.70
Cl  2.60  -4.31  -3.04
Cl  0.43  -5.29  -4.77
H  2.18  -3.81  -5.30
H  2.75  -5.49  -5.07
C  2.17  -3.88  -8.74
Cl  3.66  -3.58  -7.84
Cl  1.76  -5.60  -8.78
H  1.36  -3.35  -8.25
H  2.30  -3.53  -9.76
C  6.49  -4.45  -4.45
Cl  5.21  -5.49  -5.11
Cl  7.01  -3.24  -5.63
H  6.09  -3.95  -3.58
H  7.33  -5.08  -4.19
C  1.31  10.03  0.05
Cl  0.03  9.90  1.26
Cl  1.16  8.84  -1.27
H  1.27  11.02  -0.39
H  2.26  9.85  0.54
C  0.35  9.33  -4.96
Cl  -1.10  8.53  -5.61
Cl  0.24  11.09  -5.06
H  0.45  9.05  -3.92
H  1.20  9.01  -5.54
C  -4.53  -4.75  5.10
Cl  -3.03  -5.58  5.55
Cl  -5.95  -5.40  5.93
H  -4.42  -3.71  5.37
H  -4.67  -4.87  4.03
C  4.19  -7.73  -2.49
Cl  5.71  -7.30  -1.70
Cl  3.87  -9.47  -2.44
H  3.39  -7.22  -1.98
H  4.27  -7.41  -3.52
C  -2.85  -6.87  -1.88
Cl  -1.11  -7.09  -2.11
Cl  -3.25  -5.28  -1.19
H  -3.34  -6.94  -2.84
H  -3.21  -7.63  -1.20

Output
- total charge = +1
- HOMO energy (eV) = -11.703
- 2S+1 = 1

Atom charges from the Löwdin analysis, given in e for atoms 1 to 6: number 1, C, carries -0.133; number 2, C, carries -0.282; number 3, C, carries -0.219; number 4, C, carries -0.216; number 5, C, carries -0.207; number 6, C, carries -0.214

***

# 4
A cluster of 2 separate species, C6H12N in total at a distorted geometry. Source: the Open Molecules 2025 dataset; level of theory: the ωB97M-V functional and the def2-TZVPD basis.

Cartesian coordinates (Å):
C  2.61  -0.01  -0.15
C  2.17  -0.45  1.01
C  1.37  -0.74  -0.21
C  0.01  2.00  -0.14
C  -1.87  -1.45  -0.31
C  -0.58  0.64  -0.61
N  -1.29  -0.29  0.37
H  3.30  0.53  -0.83
H  2.09  -0.52  2.04
H  1.20  -1.78  -0.57
H  0.02  2.83  -0.79
H  1.01  2.03  0.25
H  -0.62  2.13  0.83
H  -2.24  -2.26  0.40
H  -2.65  -1.03  -0.87
H  -1.08  -1.93  -0.87
H  -0.99  0.51  -1.55
H  -1.92  0.36  0.98
H  -0.55  -0.58  1.00

Output
- total charge = +1
- HOMO energy (alpha / beta) (eV) = -12.048 / -12.050
- 2S+1 = 1

Atom charges from the natural (NBO) analysis, given in e for atoms 1 to 6: number 1, C, carries -0.118; number 2, C, carries -0.151; number 3, C, carries -0.225; number 4, C, carries -0.651; number 5, C, carries -0.415; number 6, C, carries -0.100

***

In order of appearance, E_tot = -182203.0593, -367872.5660, -303833.9529, -7893.7981 eV.